(1)
H10O5 | ωB97M-V/def2-TZVPD

Its SMILES is O.O.O.O.O. The energy above the lowest of the compared OMol25 structures with the same formula, charge and spin comes out at 229.78 kJ/mol. The calculation puts the orbital gap at 10.6 eV. The calculation puts the HOMO energy at -10.5 eV.

Last column: Löwdin charge in e.
Atoms and positions in Å:
H: 2.1898 -0.8550 0.8508  0.00
H: 0.9656 -0.0735 0.6523  0.06
H: 2.2580 -0.6486 -1.6195  0.04
H: 0.7457 -0.7466 -1.8459  0.05
H: -0.4527 3.0652 0.2568  0.00
H: 0.2462 1.6842 -0.0778  0.03
H: -0.9592 -2.9992 -0.9844  0.08
H: 0.5123 -3.5450 -0.5726  0.02
H: -1.9070 1.9641 2.2102  0.05
H: -2.8848 1.9847 0.9834  0.00
O: 1.3662 -0.9696 0.4774  -0.05
O: 1.4629 -0.0982 -1.6936  -0.09
O: -0.5744 2.2232 -0.0779  -0.03
O: -0.4038 -3.4667 -0.2622  -0.10
O: -2.5647 2.4811 1.7032  -0.06


(2)
H10O5 | ωB97M-V/def2-TZVPD

Its SMILES is O.O.O.O.O. The energy above the lowest of the compared OMol25 structures with the same formula, charge and spin comes out at 110.25 kJ/mol. The calculation puts the orbital gap at 12.1 eV. The calculation puts the HOMO energy at -11.6 eV.

Last column: Löwdin charge in e.
Atoms and positions in Å:
H: -2.7892 -0.7045 -0.2799  0.00
H: -1.6434 -1.4094 -0.8918  0.06
H: -1.0391 1.5999 -0.1838  0.01
H: -2.4199 2.0755 0.1022  0.06
H: 1.3307 2.0620 0.6893  0.07
H: 0.7161 0.6067 0.2970  -0.03
H: 0.8501 -1.1387 0.2663  0.07
H: -0.6455 -1.2630 0.5302  0.05
H: 3.4248 -1.2725 -0.1995  0.07
H: 2.4367 -0.1445 0.0302  0.02
O: -2.3962 -1.5531 -0.2656  -0.05
O: -1.9579 1.3641 -0.3617  -0.05
O: 1.2765 1.3678 0.0129  -0.09
O: 0.1593 -0.7936 0.9306  -0.10
O: 2.6970 -0.7965 -0.6763  -0.10


(3)
H10O5 | ωB97M-V/def2-TZVPD

Its SMILES is O.O.O.O.O. The energy above the lowest of the compared OMol25 structures with the same formula, charge and spin comes out at 110.05 kJ/mol. The calculation puts the orbital gap at 11.1 eV. The calculation puts the HOMO energy at -10.9 eV.

Last column: Löwdin charge in e.
Atoms and positions in Å:
O: 1.1487 3.6677 -0.0538  -0.05
H: 0.7619 2.7959 0.0276  -0.01
H: 2.0268 3.5761 0.3161  0.03
O: -0.3688 -0.6802 -3.3668  -0.05
H: -0.1914 -1.6204 -3.3367  0.02
H: -0.0618 -0.3509 -2.5221  -0.01
O: -0.9411 0.8583 1.8651  -0.03
H: -0.5190 0.6635 2.7018  0.06
H: -1.7090 0.2872 1.8450  0.06
O: -0.4793 -2.9984 0.9920  -0.05
H: 0.3793 -3.1977 0.6189  0.03
H: -0.8682 -3.8547 1.1700  0.03
O: 0.4366 0.4868 -0.3777  -0.05
H: -0.3024 0.7448 0.1733  -0.01
H: 0.6878 -0.3778 -0.0529  0.03


(4)
H10O5 | ωB97M-V/def2-TZVPD

Its SMILES is O.O.O.O.O. The energy above the lowest of the compared OMol25 structures with the same formula, charge and spin comes out at 104.27 kJ/mol. The calculation puts the orbital gap at 10.7 eV. The calculation puts the HOMO energy at -10.7 eV.

Last column: Löwdin charge in e.
Atoms and positions in Å:
O: -9.5604 29.1064 -9.2641  -0.03
H: -10.2719 29.1358 -8.6184  0.06
H: -8.8410 29.5195 -8.7925  0.06
O: -7.5018 28.2034 -14.1016  -0.05
H: -8.0038 28.8305 -13.5698  -0.01
H: -7.9365 27.3879 -13.8863  0.01
O: -7.3741 27.0104 -11.2616  -0.02
H: -7.8501 26.4846 -11.8702  0.01
H: -7.4380 27.8917 -11.5638  -0.02
O: -11.5981 28.1640 -11.4201  -0.05
H: -10.9228 27.6490 -10.9560  0.04
H: -12.1877 28.5661 -10.7623  0.06
O: -9.1502 29.2907 -12.1006  -0.06
H: -9.2101 29.2948 -11.1565  -0.02
H: -10.0920 29.1845 -12.3068  0.04


(5)
H10O5 | ωB97M-V/def2-TZVPD

Its SMILES is O.O.O.O.O. The energy above the lowest of the compared OMol25 structures with the same formula, charge and spin comes out at 128.63 kJ/mol. The calculation puts the orbital gap at 10.6 eV. The calculation puts the HOMO energy at -10.8 eV.

Last column: Löwdin charge in e.
Atoms and positions in Å:
O: 0.9532 -0.4139 -2.9256  -0.08
H: 1.0760 -1.2825 -3.3709  0.05
H: 0.4278 -0.8232 -2.2165  -0.03
O: -0.2376 -1.9066 -1.0016  0.00
H: 0.4616 -2.1048 -0.4292  0.06
H: -0.8038 -2.6574 -0.8535  0.09
O: 0.3217 0.2962 2.5521  -0.09
H: -0.3240 0.3326 1.8234  -0.05
H: 1.1573 0.4643 2.0987  0.03
O: -1.1126 0.2579 0.4358  -0.02
H: -2.0290 0.1696 0.3229  0.05
H: -0.7250 -0.5539 0.0754  0.03
O: 0.4462 2.9731 0.9113  -0.04
H: 0.5366 2.9861 1.8547  0.02
H: -0.1483 2.2624 0.7229  -0.02


(6)
H10O5 | ωB97M-V/def2-TZVPD

Its SMILES is O.O.O.O.O. The energy above the lowest of the compared OMol25 structures with the same formula, charge and spin comes out at 73.28 kJ/mol. The calculation puts the orbital gap at 10.7 eV. The calculation puts the HOMO energy at -10.4 eV.

Last column: Löwdin charge in e.
Atoms and positions in Å:
O: -0.7102 0.7808 0.0450  -0.06
H: -0.2579 0.0592 -0.4157  0.01
H: -0.4688 1.5841 -0.4357  0.01
O: 0.7651 -1.3201 -1.3296  -0.03
H: 1.7198 -1.2801 -1.4522  0.08
H: 0.4077 -1.5861 -2.1844  0.07
O: -0.8603 0.6937 2.8815  -0.09
H: -0.8278 0.7635 1.9096  -0.02
H: -0.3141 -0.0683 3.0905  0.02
O: 0.3570 3.3470 -0.9316  -0.05
H: 0.3690 3.9892 -1.6477  0.05
H: -0.2690 3.6967 -0.2866  0.05
O: 0.3582 -3.7584 0.2880  -0.07
H: 0.2350 -2.9230 -0.1831  -0.01
H: -0.5038 -3.9783 0.6520  0.03


(7)
H10O5 | ωB97M-V/def2-TZVPD

Its SMILES is O.O.O.O.O. The energy above the lowest of the compared OMol25 structures with the same formula, charge and spin comes out at 112.41 kJ/mol. The calculation puts the orbital gap at 11.4 eV. The calculation puts the HOMO energy at -11.1 eV.

Last column: Löwdin charge in e.
Atoms and positions in Å:
O: 0.2471 1.0529 2.5645  -0.02
H: 0.2531 0.0839 2.4125  0.08
H: 0.3661 1.1119 3.4775  0.03
O: 1.7231 2.4769 0.7265  -0.04
H: 1.7131 2.2879 -0.1995  0.02
H: 0.9921 2.0379 1.1275  -0.05
O: -0.9809 0.1019 -0.2355  -0.03
H: -0.9809 0.6979 0.5165  0.03
H: -1.7749 0.2349 -0.7275  0.04
O: -1.6199 -1.8851 -3.2155  -0.03
H: -1.8579 -2.1541 -2.3335  0.03
H: -1.7829 -2.5581 -3.8345  0.01
O: 1.3361 -1.5471 -0.0175  -0.06
H: 0.5401 -1.1971 -0.4315  -0.01
H: 1.8261 -0.7451 0.1695  0.02


(8)
H10O5 | ωB97M-V/def2-TZVPD

Its SMILES is O.O.O.O.O. The energy above the lowest of the compared OMol25 structures with the same formula, charge and spin comes out at 151.32 kJ/mol. The calculation puts the orbital gap at 10.3 eV. The calculation puts the HOMO energy at -10.2 eV.

Last column: Löwdin charge in e.
Atoms and positions in Å:
O: -1.5810 -1.3130 1.1537  -0.07
H: -0.7815 -0.8324 1.4125  -0.02
H: -1.5741 -1.2071 0.2061  0.01
O: 1.1612 -2.6434 1.4999  -0.05
H: 1.2342 -1.7998 1.9384  0.01
H: 1.9990 -2.6750 1.0095  0.04
O: 0.3378 0.4823 1.0422  0.01
H: 0.0426 0.9685 0.3157  -0.03
H: 1.1391 0.8087 1.2946  0.02
O: -0.5125 2.3576 -0.8324  -0.02
H: -0.2190 3.2429 -0.7282  0.05
H: -1.4667 2.3514 -0.9810  0.08
O: 0.4149 0.0519 -2.3334  -0.06
H: 0.0982 -0.3467 -3.1269  0.02
H: -0.2922 0.5541 -1.8706  0.01


(9)
H11NO4 | ωB97M-V/def2-TZVPD

The energy above the lowest of the compared OMol25 structures with the same formula, charge and spin comes out at 662.35 kJ/mol. The calculation puts the orbital gap at 5.3 eV. The calculation puts the HOMO energy at -9.3 eV.

Last column: Löwdin charge in e.
Atoms and positions in Å:
N: 2.5974 -0.6363 0.6567  0.00
H: 3.5817 -0.6076 0.9015  0.01
H: 2.0564 -0.3231 1.4695  0.01
H: 2.3010 -0.0857 -0.1683  -0.04
H: 0.4365 0.6311 -1.4180  -0.01
H: 1.5963 -0.6369 -1.4525  0.03
O: 1.4091 0.2993 -1.5654  -0.13
H: -1.3471 2.0441 -1.5906  0.04
H: -0.8706 -0.5500 -1.1880  0.44
O: -1.0074 1.3515 -0.9859  -0.21
H: -2.2451 0.4998 0.0749  -0.02
H: -3.5592 0.1558 0.6051  0.07
O: -2.6254 0.0107 0.8443  -0.09
H: -1.1438 -0.7274 1.2986  -0.01
H: 0.0998 -0.7229 0.4387  -0.04
O: -0.2429 -1.0866 1.2650  -0.05


(10)
H12N4 | ωB97M-V/def2-TZVPD

Its SMILES is N.N.N.N. The energy above the lowest of the compared OMol25 structures with the same formula, charge and spin comes out at 13.85 kJ/mol. The calculation puts the orbital gap at 10.6 eV. The calculation puts the HOMO energy at -9.8 eV.

Last column: Löwdin charge in e.
Atoms and positions in Å:
N: 5.7831 2.6291 1.6058  0.01
H: 5.4239 1.9536 0.9560  -0.01
H: 5.6441 3.5811 1.3128  0.00
H: 5.4689 2.4763 2.5500  0.00
N: 1.1929 -0.2857 -0.3618  0.01
H: 1.9120 0.3490 -0.6693  0.00
H: 0.4577 0.1955 0.1375  0.00
H: 0.8220 -0.9119 -1.0566  0.00
N: -6.7040 1.3195 -2.3467  -0.01
H: -6.0360 0.8694 -2.9754  0.00
H: -7.2735 0.5384 -2.0178  0.00
H: -6.1682 1.5604 -1.5127  0.00
N: -0.1966 -3.6747 1.3012  0.01
H: -0.9955 -3.1295 1.0189  -0.01
H: 0.0636 -4.4025 0.6486  0.00
H: 0.6055 -3.0681 1.4095  -0.01


(11)
H12NO4 | ωB97M-V/def2-TZVPD

As for the net charge: +2. The energy above the lowest of the compared OMol25 structures with the same formula, charge and spin comes out at 15.82 kJ/mol. The spin multiplicity is 2. The calculation puts the orbital gap (alpha / beta) at 11.2 / 3.3 eV. The calculation puts the HOMO energy (alpha / beta) at -18.8 / -18.8 eV.

Last column: Löwdin charge in e.
Atoms and positions in Å:
N: 0.7930 0.4013 0.2244  0.27
H: 0.2812 0.5060 -0.6793  0.11
H: 0.6638 -0.5558 0.5714  0.11
H: 1.8100 0.4795 -0.0336  0.10
H: 0.6882 1.0267 1.0236  0.15
H: -4.5726 0.1215 -0.9434  0.16
H: -4.1916 -1.0320 -1.9845  0.15
O: -3.8314 -0.2905 -1.4450  0.15
H: 1.4337 -0.4610 3.0175  0.06
H: 0.7884 -1.6670 3.3265  0.08
O: 0.6938 -0.9728 2.6550  -0.06
H: 4.2982 0.7785 -0.4447  0.09
H: 3.7980 0.4654 0.9006  0.08
O: 3.5317 0.9625 0.1120  -0.03
H: -2.1237 -0.2748 -1.2294  0.10
H: -1.2143 -0.3782 -2.5284  0.18
O: -1.2688 0.0568 -1.6382  0.29


(12)
H12NaO6 | ωB97M-V/def2-TZVPD

As for the net charge: +1. The energy above the lowest of the compared OMol25 structures with the same formula, charge and spin comes out at 700.43 kJ/mol. The calculation puts the orbital gap at 11.3 eV. The calculation puts the HOMO energy at -14.7 eV.

Last column: Löwdin charge in e.
Atoms and positions in Å:
Na: 0.0748 0.1643 -0.0135  0.02
O: 1.2995 -0.9821 -1.0636  -0.03
H: 1.5068 -0.5982 -1.9156  0.09
H: 2.1323 -1.3353 -0.7505  0.10
O: -1.0694 -0.1065 -1.4571  -0.03
H: -1.9948 -0.1224 -1.2129  0.09
H: -1.0480 -0.4750 -2.3403  0.10
O: -1.0536 1.4405 0.1574  -0.03
H: -1.7777 1.8378 -0.3263  0.11
H: -1.4616 1.0740 0.9420  0.07
O: -1.3010 -0.7851 0.8443  -0.08
H: -1.3840 -0.6715 1.7911  0.11
H: -1.7526 -1.6090 0.6610  0.13
O: 1.5896 1.1899 -0.4254  -0.02
H: 2.3169 0.9069 -0.9797  0.08
H: 2.0082 1.6391 0.3089  0.10
O: 0.5581 -0.3166 1.6046  -0.03
H: 1.1331 -0.0707 2.3293  0.12
H: 0.2234 -1.1802 1.8463  0.10


(13)
H12O5S | ωB97M-V/def2-TZVPD

Its SMILES is O.O.O.O.O.S. The energy above the lowest of the compared OMol25 structures with the same formula, charge and spin comes out at 100.36 kJ/mol. The calculation puts the orbital gap at 10.0 eV. The calculation puts the HOMO energy at -9.7 eV.

Last column: Löwdin charge in e.
Atoms and positions in Å:
S: 1.5545 -1.1324 1.3518  0.55
H: 1.5299 -0.0107 2.0474  -0.22
H: 2.4260 -0.7678 0.3983  -0.19
H: -0.2611 -0.7537 -2.0436  0.04
H: -0.0461 -1.1082 -0.5593  -0.08
O: -0.1043 -1.4960 -1.4425  -0.11
H: 3.9539 -3.4001 -0.8660  0.03
H: 4.1323 -2.1896 -1.8262  0.03
O: 4.0045 -2.4511 -0.9234  -0.05
H: -1.9215 -1.2569 1.2017  0.04
H: -2.0195 0.2949 0.8375  0.01
O: -2.0765 -0.5938 0.5380  -0.04
H: -1.1132 4.5809 -1.1795  0.03
H: -1.1722 3.2703 -0.4400  0.02
O: -0.6041 3.7722 -1.0487  -0.07
H: -4.1005 1.7039 0.6064  0.03
H: -4.6013 2.7614 -0.2488  0.04
O: -3.9261 2.6338 0.4272  -0.06


(14)
H12O6 | ωB97M-V/def2-TZVPD

Its SMILES is O.O.O.O.O.O. The energy above the lowest of the compared OMol25 structures with the same formula, charge and spin comes out at 156.73 kJ/mol. The calculation puts the orbital gap at 11.3 eV. The calculation puts the HOMO energy at -11.3 eV.

Last column: Löwdin charge in e.
Atoms and positions in Å:
O: 0.1907 0.5348 0.5483  -0.07
H: 0.0047 1.4088 0.0563  0.06
H: 1.0407 0.7138 0.9073  0.01
O: 0.4847 -0.9512 2.8923  -0.03
H: -0.3933 -1.3182 2.9693  0.04
H: 0.3727 -0.3852 2.1683  -0.06
O: -0.4963 -0.6102 -2.1727  -0.04
H: -0.1063 -1.1412 -1.4677  0.04
H: -0.5703 0.2778 -1.8807  -0.03
O: 2.8587 -0.7402 0.4003  -0.04
H: 2.0787 -1.2662 0.3713  0.01
H: 3.5237 -1.4222 0.5053  0.05
O: -2.5943 -1.4022 -0.0297  -0.02
H: -2.3433 -0.8162 -0.7247  -0.01
H: -2.1753 -0.8452 0.5863  -0.01
O: -0.5523 2.5788 -1.3427  -0.04
H: 0.0737 2.5248 -2.0957  0.09
H: -1.3963 2.8588 -1.6917  0.06


(15)
H12O6 | ωB97M-V/def2-TZVPD

Its SMILES is O.O.O.O.O.O. The energy above the lowest of the compared OMol25 structures with the same formula, charge and spin comes out at 94.24 kJ/mol. The calculation puts the orbital gap at 10.8 eV. The calculation puts the HOMO energy at -10.6 eV.

Last column: Löwdin charge in e.
Atoms and positions in Å:
H: -1.6776 2.3806 -0.8170  0.09
H: -0.2194 1.9167 -0.4295  0.04
H: 1.9191 0.9161 -0.7606  0.04
H: 1.7886 1.2918 0.7465  0.06
H: 0.1766 -0.6403 1.6404  0.00
H: 1.5321 -1.3637 1.0868  0.08
H: 1.6975 -1.9491 -1.4563  0.07
H: 0.4557 -1.1356 -1.0783  -0.01
H: -1.3136 -0.2786 -1.7104  0.06
H: -1.7843 -1.0569 -0.5315  0.05
H: -2.0335 -0.2466 2.3030  0.19
H: -1.8417 0.5574 0.8477  0.01
O: -1.1583 1.6167 -0.4669  -0.08
O: 1.6776 1.6846 -0.1730  -0.11
O: 1.1587 -0.6972 1.7875  -0.14
O: 1.4371 -1.1169 -1.0139  -0.10
O: -1.2058 -1.1882 -1.3377  -0.08
O: -1.7468 -0.3480 1.2239  -0.17


(16)
H12O6 | ωB97M-V/def2-TZVPD

Its SMILES is O.O.O.O.O.O. The energy above the lowest of the compared OMol25 structures with the same formula, charge and spin comes out at 93.32 kJ/mol. The calculation puts the orbital gap at 10.9 eV. The calculation puts the HOMO energy at -10.9 eV.

Last column: Löwdin charge in e.
Atoms and positions in Å:
O: -7.0922 4.3575 -19.3470  -0.07
H: -6.1804 4.6937 -19.2825  -0.01
H: -7.6462 5.0551 -18.9874  0.02
O: -4.4487 5.5068 -19.0356  -0.07
H: -3.7687 4.9871 -19.4952  0.03
H: -4.6790 6.1983 -19.6776  0.02
O: -2.6736 4.4731 -21.0058  -0.04
H: -2.1630 4.8936 -21.7050  0.05
H: -3.2872 3.8821 -21.4563  0.06
O: -5.2853 7.9581 -20.3607  -0.04
H: -6.2253 7.9703 -20.1475  0.07
H: -4.8911 8.6370 -19.7981  0.08
O: -5.1838 6.3126 -16.2545  -0.07
H: -4.8645 5.7632 -16.9836  0.00
H: -5.1466 7.2081 -16.5988  0.02
O: -2.8620 7.9900 -21.9762  -0.06
H: -3.0540 8.0658 -22.9152  0.04
H: -3.7291 7.9695 -21.5466  -0.01


(17)
H12O6 | ωB97M-V/def2-TZVPD

Its SMILES is O.O.O.O.O.O. The energy above the lowest of the compared OMol25 structures with the same formula, charge and spin comes out at 178.11 kJ/mol. The calculation puts the orbital gap at 10.3 eV. The calculation puts the HOMO energy at -10.4 eV.

Last column: Löwdin charge in e.
Atoms and positions in Å:
O: -1.2161 0.1838 1.1241  -0.02
H: -1.9561 0.0538 1.7498  0.08
H: -1.5790 0.2182 0.2757  0.02
O: 1.9736 -0.0060 1.9710  -0.07
H: 1.8318 -0.4678 1.1399  -0.03
H: 1.8149 -0.7057 2.6107  0.03
O: -0.6826 -2.2242 3.0177  0.00
H: -0.9436 -1.8219 2.2310  -0.03
H: -1.4535 -2.6485 3.3369  0.02
O: 0.9175 -0.8680 -0.3138  -0.07
H: 0.9166 -0.1288 -0.9889  0.03
H: 0.3707 -0.5619 0.3747  -0.05
O: 0.7581 1.3765 -1.6863  -0.02
H: 0.1449 1.9569 -1.2687  0.07
H: 1.2844 1.8441 -2.3601  0.11
O: -1.0230 1.0179 -3.7270  -0.06
H: -0.7102 1.4928 -4.4921  0.03
H: -0.4484 1.2888 -2.9946  -0.03


Short version: max |F| = 4.0 3.4 1.2 2.3 2.6 0.2 2.8 3.8 3.3 0.8 1.9 8.2 1.8 2.8 5.2 0.3 2.8 eV Å⁻¹, in the order given.